C94H207B3F12N11O6 | ωB97M-V/def2-TZVPD

Each line ends with the Mulliken charge.
Atoms and positions in Å:
C (-18.902743, 13.274938, 18.272696)  -1.65
C (-18.628497, 14.554446, 17.421548)  -0.03
C (-18.256000, 14.273109, 15.977240)  -0.61
N (-17.609640, 15.438216, 15.272830)  0.56
C (-18.541008, 16.611296, 15.236363)  -0.72
C (-16.349109, 15.977069, 15.970794)  -0.64
C (-15.601768, 16.737404, 14.910039)  -0.08
C (-15.977795, 16.022982, 13.546135)  -0.15
C (-17.158560, 15.078624, 13.896155)  -0.66
H (-19.719131, 12.747885, 17.868922)  0.40
H (-19.214428, 13.595501, 19.208886)  0.45
H (-18.096462, 12.588088, 18.347068)  0.41
H (-17.818435, 15.042908, 17.943861)  0.26
H (-19.541605, 15.205783, 17.443666)  0.17
H (-19.071324, 13.985020, 15.397641)  0.28
H (-17.492415, 13.450405, 15.900297)  0.48
H (-18.778744, 16.914016, 16.229102)  0.60
H (-19.390855, 16.238538, 14.673216)  -0.33
H (-17.964948, 17.432705, 14.720878)  0.29
H (-16.721107, 16.652874, 16.758914)  0.39
H (-15.751856, 15.066127, 16.287091)  0.34
H (-15.992464, 17.796439, 14.843245)  -0.43
H (-14.521776, 16.689214, 15.020673)  0.70
H (-16.226779, 16.699248, 12.762614)  -0.39
H (-15.101172, 15.463125, 13.263624)  0.51
H (-17.976566, 15.141178, 13.210305)  0.34
H (-16.717543, 14.061983, 13.917052)  0.58
C (-29.835411, 16.019150, 11.792326)  -1.34
C (-28.489640, 15.508988, 12.398792)  -0.34
C (-27.599464, 16.740679, 12.654016)  0.14
N (-26.435207, 16.487014, 13.631861)  0.65
C (-25.670116, 15.264308, 13.168104)  -1.07
C (-26.916284, 16.363494, 15.036306)  -0.49
C (-25.651864, 16.623182, 15.882671)  -0.97
C (-24.749820, 17.573816, 14.993731)  -0.35
C (-25.528459, 17.692433, 13.659643)  1.74
H (-30.614592, 15.180455, 11.769146)  0.36
H (-29.776014, 16.450750, 10.805827)  0.31
H (-30.210099, 16.789426, 12.425399)  0.41
H (-28.020942, 14.855980, 11.683400)  0.36
H (-28.730576, 15.005339, 13.389347)  0.24
H (-28.273284, 17.495470, 13.062449)  0.14
H (-27.141178, 17.084064, 11.703200)  -0.23
H (-25.450473, 15.485902, 12.161367)  0.44
H (-26.324055, 14.378432, 13.390927)  0.26
H (-24.718245, 15.258031, 13.731880)  0.29
H (-27.417153, 15.376853, 15.171129)  0.49
H (-27.675125, 17.159288, 15.096021)  0.42
H (-25.094282, 15.677730, 16.074222)  0.26
H (-25.985710, 17.041365, 16.795267)  0.46
H (-23.651881, 17.258601, 14.902681)  -0.11
H (-24.793005, 18.514993, 15.575147)  0.55
H (-24.940676, 17.570645, 12.754567)  -0.98
H (-26.110052, 18.615447, 13.636838)  -0.50
C (-31.242688, 23.409756, 16.792939)  -1.47
C (-30.881321, 24.319288, 15.621902)  -0.48
C (-29.946080, 23.751656, 14.674807)  -0.47
N (-29.398648, 24.653744, 13.564041)  0.60
C (-30.548403, 25.360916, 12.854641)  -1.06
C (-28.653417, 23.893973, 12.456571)  -0.39
C (-27.778376, 24.960803, 11.803459)  -0.26
C (-27.511575, 26.116713, 12.826676)  -0.63
C (-28.445449, 25.702193, 14.044917)  -0.78
H (-31.833628, 24.014930, 17.432346)  0.43
H (-30.365022, 23.074807, 17.372239)  0.35
H (-31.852087, 22.558184, 16.471178)  0.36
H (-30.469850, 25.162589, 16.061195)  0.41
H (-31.773175, 24.561297, 15.109136)  0.37
H (-30.466348, 22.900094, 14.164291)  0.23
H (-29.142574, 23.274448, 15.263191)  0.27
H (-31.000621, 26.087771, 13.500572)  0.40
H (-31.286396, 24.640628, 12.525259)  0.39
H (-30.200478, 25.853752, 11.923594)  0.37
H (-29.377144, 23.379597, 11.851966)  0.62
H (-27.982032, 23.090702, 12.903458)  -0.31
H (-28.355034, 25.373510, 10.976743)  0.52
H (-26.880162, 24.606576, 11.325970)  0.05
H (-27.730323, 27.101512, 12.295515)  0.32
H (-26.481182, 26.183664, 13.208151)  0.28
H (-28.951935, 26.537093, 14.459204)  0.51
H (-27.789944, 25.239191, 14.822660)  0.39
C (-23.170311, 19.832998, 22.747539)  -1.46
C (-24.272445, 19.316780, 23.630939)  -0.02
C (-24.744234, 20.343167, 24.668924)  -0.90
N (-25.770920, 19.785703, 25.615916)  0.22
C (-27.039335, 19.398159, 24.936132)  -0.84
C (-25.260268, 18.620902, 26.376377)  -0.61
C (-25.719667, 18.745486, 27.849430)  -0.62
C (-26.563286, 20.005501, 27.881218)  -0.56
C (-25.998309, 20.811079, 26.773359)  -0.58
H (-23.391163, 20.850932, 22.481544)  0.39
H (-23.043668, 19.172460, 21.867353)  0.36
H (-22.219540, 19.779128, 23.215903)  0.38
H (-23.908585, 18.364356, 23.980625)  0.32
H (-25.175187, 19.081131, 22.986268)  0.29
H (-25.170631, 21.201280, 24.163007)  0.45
H (-23.859398, 20.618577, 25.265842)  0.32
H (-27.267262, 20.195098, 24.161492)  0.30
H (-27.864634, 19.419420, 25.667975)  0.32
H (-26.881560, 18.454326, 24.520993)  0.40
H (-25.652339, 17.766159, 25.853743)  0.25
H (-24.190382, 18.629970, 26.279307)  0.42
H (-26.263284, 17.889192, 28.211668)  0.35
H (-24.824728, 18.795891, 28.448642)  0.34
H (-27.645425, 19.828995, 27.709519)  0.28
H (-26.511661, 20.572174, 28.835562)  0.41
H (-26.647335, 21.558898, 26.369917)  0.41
H (-24.992849, 21.175294, 27.034660)  0.41
C (-22.972754, 9.972379, 6.841507)  -1.34
C (-23.338450, 9.248367, 8.115858)  -0.19
C (-22.143596, 8.633426, 8.873894)  -0.66
N (-21.725674, 9.485705, 10.124576)  0.09
C (-20.417409, 8.936499, 10.580466)  -1.17
C (-22.693181, 9.385450, 11.281186)  -0.76
C (-22.628965, 10.722957, 11.991813)  -0.21
C (-22.596557, 11.666652, 10.783202)  0.21
C (-21.537388, 11.030093, 9.896513)  -0.42
H (-23.864762, 10.085236, 6.230320)  0.40
H (-22.408089, 9.329946, 6.168242)  0.36
H (-22.403607, 10.909146, 6.881054)  0.32
H (-24.096560, 8.504509, 7.804311)  0.44
H (-23.809949, 9.940116, 8.794270)  0.10
H (-21.304196, 8.464703, 8.236868)  0.54
H (-22.369081, 7.703619, 9.376683)  0.42
H (-20.453273, 7.853116, 10.714102)  0.40
H (-20.158454, 9.486346, 11.498599)  0.40
H (-19.728614, 9.108666, 9.759928)  0.47
H (-22.471648, 8.463712, 11.849149)  0.35
H (-23.706897, 9.234174, 10.940341)  0.41
H (-21.670636, 10.891338, 12.539342)  0.02
H (-23.453335, 10.829164, 12.702818)  0.44
H (-22.264973, 12.609436, 11.172351)  -0.28
H (-23.515787, 11.808478, 10.237131)  0.32
H (-20.540047, 11.357457, 10.118786)  0.34
H (-21.735770, 11.098036, 8.824472)  -0.01
C (-19.783362, 23.432926, 4.569626)  -1.68
C (-19.066388, 23.445840, 5.889290)  0.40
C (-19.130373, 22.023926, 6.544603)  -0.02
N (-18.563414, 21.909456, 7.918625)  1.18
C (-18.900732, 20.566641, 8.463516)  -1.04
C (-17.010093, 22.149600, 7.904913)  -1.09
C (-16.746078, 23.032305, 9.099846)  1.07
C (-17.986813, 23.907459, 9.080155)  -1.16
C (-19.081203, 22.893122, 9.000339)  0.42
H (-19.880747, 24.465639, 4.158488)  0.34
H (-20.769146, 22.959261, 4.581355)  0.17
H (-19.209240, 22.942321, 3.837337)  0.58
H (-19.512607, 24.198279, 6.549029)  -0.14
H (-18.042972, 23.709351, 5.719598)  0.58
H (-18.508796, 21.343380, 5.967947)  0.49
H (-20.173504, 21.647267, 6.604329)  -0.66
H (-18.589383, 19.749838, 7.783047)  0.41
H (-19.979589, 20.474641, 8.407499)  0.40
H (-18.422375, 20.427566, 9.446332)  0.42
H (-16.540764, 21.169186, 7.918509)  0.39
H (-16.720320, 22.717224, 7.000209)  0.32
H (-16.745520, 22.495185, 10.080351)  -1.11
H (-15.848707, 23.607767, 9.217313)  0.78
H (-18.007523, 24.609257, 9.909897)  0.67
H (-18.020172, 24.440658, 8.124115)  0.36
H (-19.166719, 22.301043, 9.916723)  -0.76
H (-20.102787, 23.147471, 8.717521)  0.20
C (-24.355663, 26.171979, 10.190693)  -2.02
C (-23.468879, 26.213820, 8.969417)  1.89
C (-23.596572, 27.603849, 8.293071)  -1.95
N (-22.941145, 27.857746, 6.991558)  0.80
C (-21.493270, 27.549104, 7.291062)  -0.76
C (-23.104724, 29.206094, 6.451478)  -0.61
C (-22.764949, 29.150523, 4.965073)  -0.81
C (-23.085816, 27.672889, 4.602945)  -0.61
C (-23.537349, 27.042338, 5.890700)  -0.02
H (-24.372347, 27.084454, 10.719256)  0.66
H (-24.125450, 25.360160, 10.892166)  0.41
H (-25.405845, 25.984152, 9.864844)  0.31
H (-23.712882, 25.351696, 8.320701)  -0.59
H (-22.438598, 26.031207, 9.291908)  0.21
H (-23.214255, 28.393613, 8.932003)  0.53
H (-24.615665, 27.830053, 8.140054)  0.38
H (-21.177538, 28.098351, 8.263012)  0.18
H (-20.846054, 27.867464, 6.524284)  0.46
H (-21.457917, 26.447069, 7.348540)  0.17
H (-22.609933, 29.907090, 7.105313)  0.47
H (-24.164156, 29.482564, 6.456403)  0.38
H (-21.696282, 29.247848, 4.857002)  0.29
H (-23.287576, 29.892555, 4.394538)  0.40
H (-22.259649, 27.148155, 4.114816)  0.28
H (-23.935990, 27.547134, 3.923897)  0.43
H (-23.365771, 25.983297, 5.968257)  -0.17
H (-24.660864, 27.142326, 6.118706)  0.30
C (-18.489635, 17.418370, 10.580374)  -1.01
C (-19.581613, 17.632722, 11.597269)  0.82
C (-20.243459, 18.967657, 11.289997)  -0.09
N (-21.500556, 19.306805, 12.175070)  1.54
C (-22.590819, 18.382034, 11.723242)  -1.03
C (-21.806855, 20.843533, 12.012009)  0.99
C (-21.518032, 21.480935, 13.345556)  0.06
C (-20.689234, 20.476681, 14.135852)  -0.02
C (-21.210683, 19.096489, 13.601334)  0.35
H (-17.751226, 16.661078, 10.884383)  0.31
H (-18.014090, 18.423401, 10.582130)  -0.22
H (-18.811523, 17.191552, 9.603959)  0.48
H (-19.074382, 17.876301, 12.539013)  -0.48
H (-20.292213, 16.830075, 11.689952)  0.01
H (-20.569050, 18.950790, 10.207963)  0.02
H (-19.518184, 19.794077, 11.423236)  0.17
H (-23.386917, 18.726500, 12.426220)  0.00
H (-22.198006, 17.347650, 11.914910)  -0.08
H (-22.881866, 18.497743, 10.672251)  0.24
H (-22.845124, 20.912034, 11.674388)  -0.52
H (-21.187120, 21.198245, 11.147635)  -0.51
H (-22.527595, 21.740551, 13.748302)  -0.15
H (-21.082502, 22.494759, 13.183436)  0.17
H (-20.910728, 20.632553, 15.208175)  0.76
H (-19.632546, 20.541315, 13.971509)  -0.65
H (-22.227895, 18.869011, 13.997705)  -0.22
H (-20.703139, 18.152480, 13.729936)  -0.21
C (-21.886273, 32.781379, 13.035872)  -1.49
C (-21.739933, 31.309926, 13.402332)  0.00
C (-21.548564, 31.134843, 14.881451)  -1.04
N (-21.269993, 29.713669, 15.339207)  0.45
C (-20.076229, 29.046174, 14.662934)  -1.34
C (-20.885739, 29.772910, 16.831149)  -0.71
C (-22.240851, 29.774266, 17.535015)  -0.77
C (-23.191630, 28.879377, 16.671203)  -0.72
C (-22.553787, 28.866753, 15.320206)  0.07
H (-20.925395, 33.336389, 13.208017)  0.34
H (-22.631654, 33.325878, 13.625128)  0.36
H (-22.225870, 32.833636, 11.999727)  0.39
H (-20.931664, 30.919351, 12.829990)  0.26
H (-22.636530, 30.820079, 13.030428)  0.33
H (-22.388082, 31.513800, 15.464993)  0.52
H (-20.794303, 31.789378, 15.243043)  0.48
H (-19.185407, 29.600376, 14.930189)  0.38
H (-20.181754, 29.072120, 13.567771)  0.12
H (-20.083885, 28.060921, 15.081017)  0.70
H (-20.125136, 29.015940, 17.045042)  0.43
H (-20.335862, 30.667369, 16.919415)  0.46
H (-22.123117, 29.338947, 18.550158)  0.40
H (-22.543064, 30.786109, 17.735498)  0.41
H (-23.245403, 27.893025, 17.047812)  0.42
H (-24.133597, 29.371115, 16.690370)  0.29
H (-22.232955, 27.888563, 14.973677)  0.02
H (-23.194420, 29.271001, 14.493978)  0.21
C (-29.414187, 19.987824, 11.450030)  -0.89
C (-28.205337, 19.913148, 10.548770)  1.68
C (-28.276022, 21.029169, 9.525304)  -1.82
N (-27.242445, 21.135353, 8.468423)  1.14
C (-25.929482, 21.352852, 9.186871)  1.55
C (-27.458733, 22.356136, 7.599961)  -0.76
C (-26.856961, 22.022294, 6.266930)  0.06
C (-27.305391, 20.517806, 6.137323)  -0.92
C (-27.103752, 19.911043, 7.544809)  -0.28
H (-30.372566, 19.860946, 10.839618)  0.46
H (-29.491887, 20.895423, 12.032518)  -0.22
H (-29.290616, 19.121542, 12.060129)  0.10
H (-28.312403, 18.961579, 10.016304)  0.27
H (-27.297737, 19.991258, 11.105815)  -0.74
H (-28.331035, 21.993442, 10.050420)  0.38
H (-29.193086, 20.811518, 8.947049)  0.55
H (-25.226891, 21.913515, 8.496037)  -0.85
H (-25.502782, 20.400315, 9.486866)  -0.53
H (-26.044739, 22.040086, 10.036897)  -0.53
H (-27.114064, 23.250544, 8.092902)  0.22
H (-28.545942, 22.448743, 7.400465)  0.66
H (-25.806910, 22.230018, 6.258950)  -0.49
H (-27.393341, 22.633644, 5.517399)  0.55
H (-26.753419, 19.949843, 5.347047)  0.39
H (-28.346663, 20.411864, 5.876722)  0.35
H (-26.182089, 19.421198, 7.730874)  0.20
H (-27.992273, 19.262155, 7.783996)  0.20
C (-16.103698, 20.397245, 17.906906)  -1.03
C (-16.379207, 21.481484, 16.910657)  -0.14
C (-15.462787, 21.396205, 15.736773)  -0.60
N (-15.345553, 22.616900, 14.852780)  0.39
C (-14.839063, 23.806164, 15.626381)  -1.12
C (-16.576312, 22.989278, 14.098926)  -0.02
C (-16.127075, 23.758798, 12.859385)  0.05
C (-14.702516, 23.231133, 12.457345)  -0.51
C (-14.294566, 22.334316, 13.728992)  -0.29
H (-16.614420, 19.423007, 17.610154)  0.03
H (-16.313775, 20.738980, 18.900528)  0.44
H (-15.020310, 20.091201, 17.731018)  0.30
H (-16.102757, 22.426682, 17.411743)  0.23
H (-17.396341, 21.495465, 16.640879)  0.47
H (-15.816853, 20.634780, 15.090627)  0.01
H (-14.410320, 21.222966, 15.924314)  0.59
H (-13.842807, 23.658794, 16.072364)  0.38
H (-15.508400, 24.240094, 16.400894)  0.34
H (-14.562180, 24.558379, 14.914357)  0.48
H (-17.340138, 23.574703, 14.692762)  0.45
H (-17.053938, 22.060128, 13.753093)  -0.63
H (-16.026076, 24.813822, 13.014047)  0.59
H (-16.844781, 23.622191, 12.049301)  -0.55
H (-13.941823, 24.021144, 12.353210)  0.48
H (-14.629913, 22.690718, 11.504995)  0.28
H (-13.259105, 22.544637, 14.154655)  0.41
H (-14.552305, 21.269143, 13.603223)  0.04
B (-20.828991, 26.378628, 12.739863)  0.41
F (-19.441949, 26.581067, 12.761161)  -0.37
F (-21.237903, 26.160075, 14.074450)  -0.47
F (-21.377865, 27.601512, 12.262574)  -0.39
F (-21.254484, 25.306362, 11.917285)  -0.10
B (-25.651867, 21.635648, 12.977866)  0.24
F (-25.111599, 20.585856, 12.195398)  0.26
F (-25.760095, 22.854803, 12.257162)  -0.21
F (-26.945299, 21.202329, 13.442189)  -0.57
F (-24.770693, 21.916086, 14.061962)  -0.33
B (-21.499064, 14.252619, 13.858100)  0.60
F (-21.259661, 15.198470, 12.845405)  -0.42
F (-21.256936, 14.914346, 15.163102)  -0.41
F (-22.801788, 13.805049, 13.832801)  -0.30
F (-20.530262, 13.194128, 13.653442)  -0.54
C (-15.591297, 19.940273, 11.153125)  -1.72
C (-16.800266, 20.166308, 12.019717)  0.20
O (-17.797784, 20.739597, 11.461221)  -0.39
O (-16.636158, 19.767329, 13.187413)  -0.60
H (-15.600933, 18.861532, 10.826109)  0.30
H (-14.637435, 20.102582, 11.598120)  0.61
H (-15.741369, 20.437895, 10.202132)  -0.03
C (-23.167431, 21.635559, 6.638393)  -0.80
C (-23.076272, 23.161064, 6.915048)  0.27
O (-24.155284, 23.777399, 6.983246)  -0.78
O (-21.959825, 23.668776, 7.024033)  -0.16
H (-23.836989, 21.555036, 5.774342)  0.44
H (-23.570776, 21.111845, 7.506832)  -0.18
H (-22.194371, 21.300268, 6.343475)  0.30
C (-25.077164, 16.351582, 8.438756)  -1.71
C (-24.767145, 17.403001, 9.524258)  0.45
O (-24.594159, 18.585674, 9.112170)  -0.50
O (-24.754518, 16.993058, 10.743589)  -0.31
H (-25.945583, 15.760280, 8.600774)  0.41
H (-24.221189, 15.703792, 8.203381)  0.25
H (-25.328754, 16.913246, 7.540194)  0.40

Forces on atoms 1 to 3 (eV/Å):
C 0.0 1.2 -2.0
C -0.7 -0.3 0.4
C 2.5 -0.6 0.9

Output
Charge ... +5
E ... -6031.5827 a.u.
Lowest unoccupied orbital energy ... -6.323 eV
Max |F| ... 3.38 eV/Å
Frontier orbital gap ... 8.146 eV